{"formula": "C32H78F6N6O10Sr", "method": "ωB97M-V/def2-TZVPD", "charge": 1, "e_lumo_ha": [-0.1276, -0.1276], "multiplicity": 2, "species": ["Sr", "F", "F", "F", "F", "F", "F", "O", "O", "O", "O", "O", "O", "O", "O", "O", "O", "N", "N", "N", "N", "N", "N", "C", "C", "C", "C", "C", "C", "C", "C", "C", "C", "C", "C", "C", "C", "C", "C", "C", "C", "C", "C", "C", "C", "C", "C", "C", "C", "C", "C", "C", "C", "C", "C", "H", "H", "H", "H", "H", "H", "H", "H", "H", "H", "H", "H", "H", "H", "H", "H", "H", "H", "H", "H", "H", "H", "H", "H", "H", "H", "H", "H", "H", "H", "H", "H", "H", "H", "H", "H", "H", "H", "H", "H", "H", "H", "H", "H", "H", "H", "H", "H", "H", "H", "H", "H", "H", "H", "H", "H", "H", "H", "H", "H", "H", "H", "H", "H", "H", "H", "H", "H", "H", "H", "H", "H", "H", "H", "H", "H", "H", "H"], "xyz": [[-4.28, 1.00, 1.48], [1.21, -0.95, 1.93], [3.20, 1.69, -6.50], [1.44, 2.95, -6.96], [-0.40, -0.78, 3.10], [2.35, 3.23, -5.09], [-0.71, -1.89, 1.23], [1.88, 0.23, -4.66], [-2.04, -0.57, -4.81], [6.63, -1.79, -1.47], [-0.90, 6.29, -1.08], [0.50, 0.55, -0.06], [0.02, 1.49, -4.51], [-1.76, 0.82, 0.65], [-2.99, 2.16, 3.51], [-3.83, -1.57, 1.21], [3.04, -4.30, 3.20], [3.31, -2.70, 0.17], [1.55, -2.10, 4.66], [-1.39, 2.71, -1.86], [-1.16, -0.14, -2.19], [-4.23, 3.49, 1.40], [-5.13, -0.44, 3.52], [6.82, -0.36, -1.49], [1.09, -3.47, 4.56], [-4.00, -2.33, 2.41], [2.05, 2.30, -5.97], [-1.71, -0.76, -6.13], [-0.39, 0.57, 1.04], [2.58, 0.67, -1.04], [4.64, -2.23, 0.16], [1.60, -4.07, 3.22], [-1.60, 5.19, -1.66], [-0.49, -3.55, 4.72], [-1.58, 7.61, -1.27], [1.12, 1.23, -5.30], [-1.85, -1.64, -3.89], [-0.06, -0.78, 1.78], [1.82, 1.11, 0.17], [-3.99, -2.26, -0.01], [-2.72, 1.79, 4.84], [5.45, -3.13, 1.21], [5.30, -2.30, -1.31], [-2.66, 3.51, 3.31], [0.63, 4.07, -2.73], [-0.59, 3.99, -1.78], [-0.43, -2.47, -1.89], [-3.98, -1.38, 3.54], [3.68, -5.17, 4.14], [-4.18, -2.08, 4.89], [2.90, -2.01, -4.41], [2.21, -1.03, -5.32], [-2.91, 3.87, 1.83], [-2.72, 5.32, 1.49], [-0.77, -1.32, -2.85], [-0.33, -3.39, -2.45], [-0.59, -4.63, 4.82], [-1.74, 0.25, -6.55], [-2.96, 0.77, 5.11], [7.71, -0.09, -2.06], [1.17, -3.54, 2.37], [0.72, 0.71, -6.17], [-5.11, -2.63, 5.04], [-0.20, 3.93, -0.76], [3.20, -3.04, 1.11], [-0.91, -3.03, 5.58], [-1.27, -2.65, -1.23], [-3.54, -1.65, -0.79], [-3.33, 4.22, 3.81], [3.92, -1.74, -4.15], [1.81, 2.20, 0.20], [-2.44, -1.37, -6.66], [-3.02, 5.90, 2.36], [-5.88, -1.10, 3.48], [-5.32, -0.01, 4.41], [-1.65, 7.78, -2.34], [-2.11, 3.40, 1.25], [5.63, -4.18, 0.99], [-0.91, 8.35, -0.82], [2.96, -0.83, -6.10], [-0.37, 0.02, -1.58], [3.45, -4.94, 5.18], [-2.59, 7.75, -0.88], [0.86, -1.55, 5.15], [4.65, -1.20, 0.52], [1.38, 4.82, -2.46], [5.30, -3.30, -1.75], [-1.97, 5.55, -2.62], [-4.08, -1.44, 5.77], [1.25, -5.09, 3.08], [-1.07, -3.24, 3.85], [-4.92, -2.90, 2.44], [-1.22, 2.10, -1.07], [-1.69, 1.98, 5.13], [3.67, 0.76, -1.00], [1.34, -1.56, -5.72], [-1.53, -2.50, -4.48], [0.18, -1.04, -3.31], [-5.03, -2.54, -0.21], [4.74, -5.17, 3.89], [-4.87, 4.06, 1.94], [0.33, 4.23, -3.77], [-2.26, 3.09, -1.50], [-3.50, -3.23, 0.10], [0.40, -2.26, -1.21], [-2.74, -1.97, -3.36], [-1.65, 5.48, 1.34], [-0.05, 1.38, 1.69], [1.75, -1.84, 3.70], [6.41, -2.61, 1.32], [-3.25, 5.70, 0.62], [2.31, -2.27, -3.53], [-1.62, 3.71, 3.57], [1.11, 3.09, -2.68], [-2.41, 4.83, -1.04], [5.00, -3.11, 2.20], [6.87, 0.12, -0.51], [-3.23, 2.41, 5.58], [-3.41, -2.84, 4.93], [-0.69, -1.11, -6.26], [-4.36, 3.78, 0.44], [-3.17, -3.04, 2.39], [-1.84, -0.35, -1.47], [-3.12, -0.72, 3.66], [2.42, 0.80, 1.02], [2.97, -2.99, -4.87], [1.47, -4.00, 5.43], [2.41, -0.35, -1.38], [3.30, -6.18, 3.99], [2.75, -1.89, -0.04], [6.00, 0.14, -2.00], [2.39, 1.28, -1.92], [4.57, -1.75, -1.89]], "lowdin_charge": [1.629, 0.153, 0.114, 0.154, 0.094, 0.176, 0.105, -0.099, -0.177, -0.185, -0.207, -0.144, 0.148, -0.336, -0.272, -0.325, -0.235, 0.053, 0.042, 0.065, 0.066, -0.082, -0.053, -0.094, -0.401, -0.174, -0.510, -0.131, -0.358, -0.064, -0.409, -0.146, -0.205, -0.055, -0.049, -0.334, -0.166, -0.511, -0.211, -0.063, -0.079, -0.040, -0.164, -0.173, -0.041, -0.346, -0.037, -0.437, -0.073, -0.038, -0.068, -0.218, -0.453, -0.052, -0.443, 0.079, 0.072, 0.094, 0.078, 0.085, 0.109, 0.158, 0.096, 0.113, 0.040, 0.069, 0.048, 0.085, 0.137, 0.073, 0.121, 0.092, 0.092, 0.089, 0.088, 0.081, 0.125, 0.082, 0.086, 0.117, 0.040, 0.079, 0.073, 0.061, 0.120, 0.082, 0.126, 0.127, 0.089, 0.120, 0.041, 0.148, 0.010, 0.107, 0.075, 0.104, 0.118, 0.115, 0.099, 0.091, 0.105, 0.072, 0.020, 0.102, 0.064, 0.116, 0.099, 0.144, 0.041, 0.069, 0.080, 0.065, 0.153, 0.049, 0.071, 0.050, 0.079, 0.102, 0.073, 0.067, 0.092, 0.142, 0.043, 0.115, 0.115, 0.085, 0.114, 0.068, 0.084, 0.035, 0.069, 0.068, 0.076]}

{"formula": "C32H78N2O12S3", "method": "ωB97M-V/def2-TZVPD", "e_lumo_ha": 0.0104, "species": ["S", "S", "S", "O", "O", "O", "O", "O", "O", "O", "O", "O", "O", "O", "O", "N", "N", "C", "C", "C", "C", "C", "C", "C", "C", "C", "C", "C", "C", "C", "C", "C", "C", "C", "C", "C", "C", "C", "C", "C", "C", "C", "C", "C", "C", "C", "C", "C", "C", "H", "H", "H", "H", "H", "H", "H", "H", "H", "H", "H", "H", "H", "H", "H", "H", "H", "H", "H", "H", "H", "H", "H", "H", "H", "H", "H", "H", "H", "H", "H", "H", "H", "H", "H", "H", "H", "H", "H", "H", "H", "H", "H", "H", "H", "H", "H", "H", "H", "H", "H", "H", "H", "H", "H", "H", "H", "H", "H", "H", "H", "H", "H", "H", "H", "H", "H", "H", "H", "H", "H", "H", "H", "H", "H", "H", "H", "H"], "xyz": [[-0.92, -1.82, 5.23], [0.99, -7.47, 0.18], [2.56, 4.25, -1.36], [-0.35, -7.69, 0.75], [5.31, 4.12, -6.06], [-3.37, 4.59, 2.99], [-2.33, -2.03, 4.88], [3.34, -1.34, -4.91], [0.07, -2.37, 4.32], [2.03, -8.49, 0.24], [1.89, 3.48, -2.37], [-6.71, -0.91, 3.15], [-0.74, 2.50, -2.71], [2.41, -0.38, -0.85], [4.03, 4.17, -1.11], [1.48, -0.23, 1.97], [-3.88, -2.73, 2.11], [3.28, 2.62, -5.66], [-0.43, -1.31, 7.80], [-2.71, 3.47, 1.01], [-2.39, 2.49, 3.44], [-5.42, -1.43, 0.65], [-0.72, -2.52, 6.93], [3.09, 0.36, -1.95], [-7.78, -0.88, 4.07], [-3.20, 3.29, 2.49], [5.59, 2.25, -4.62], [2.13, 6.17, -1.69], [1.13, -4.84, -0.37], [-0.75, 0.09, 1.27], [-1.06, 1.36, -4.78], [0.62, -0.45, 0.84], [1.72, 6.72, -0.27], [-0.53, -0.13, 5.59], [1.00, 5.58, 0.51], [-2.10, 0.56, -2.67], [4.57, 3.35, -5.13], [-0.99, 1.28, -3.27], [1.38, -2.40, -4.01], [1.57, -5.86, 0.77], [2.80, -2.60, -4.58], [1.13, 0.16, -0.48], [-5.69, -1.97, 3.21], [0.15, -0.07, 6.95], [1.52, 4.14, 0.17], [0.88, -6.98, -1.58], [1.17, -5.44, -1.85], [3.69, -3.23, -3.49], [-4.75, -1.57, 2.04], [2.19, -5.31, -2.21], [2.36, 2.88, -5.14], [-3.56, -3.05, 3.01], [-2.61, 2.48, 0.56], [4.58, -2.67, -3.21], [1.19, -0.35, 6.81], [-1.56, 0.26, 0.56], [-5.96, -0.49, 0.53], [-5.28, -2.10, 4.21], [2.64, -6.01, 0.63], [-1.22, -0.98, 8.48], [2.44, 0.55, -2.81], [-1.74, 2.19, -5.01], [0.01, 0.39, 4.80], [1.38, 6.20, -2.47], [1.11, 7.62, -0.39], [4.12, -4.14, -3.91], [-1.10, -0.40, 2.18], [-4.21, 2.89, 2.45], [-0.04, 0.76, -3.11], [0.42, 0.01, -1.30], [3.29, 1.39, -1.68], [5.32, 1.50, -3.87], [-1.99, 1.59, 2.97], [0.52, -5.04, -2.63], [0.11, -4.46, -0.25], [-2.28, 0.86, -1.64], [1.24, -1.78, -3.13], [3.07, 6.60, -2.02], [1.34, -7.81, -2.10], [4.38, 3.90, -4.20], [0.02, 0.86, 7.51], [-1.97, -0.51, -2.83], [6.04, 1.66, -5.41], [5.39, 4.99, -5.66], [-8.52, -1.61, 3.74], [-1.50, 3.01, 3.80], [0.14, -3.19, 6.86], [0.96, 5.71, 1.59], [-4.75, -1.53, -0.20], [2.38, -0.24, 1.51], [-1.72, 3.91, 1.16], [1.82, -4.00, -0.48], [-6.19, -2.19, 0.55], [0.66, -1.53, 0.72], [-6.09, -2.95, 2.93], [-1.64, -2.98, 7.27], [6.46, 2.73, -4.18], [0.28, -1.62, 8.55], [3.23, -3.47, -2.53], [3.11, 2.91, -6.70], [3.37, 1.53, -5.66], [2.62, 6.82, 0.34], [-8.17, 0.12, 4.27], [2.20, 3.86, 0.98], [-0.51, 1.15, 1.38], [-0.06, 5.70, 0.31], [1.35, -1.08, 2.49], [-0.19, -7.17, -1.67], [-3.88, 5.09, 2.34], [0.20, 2.70, -2.72], [-0.07, 1.70, -5.08], [4.04, -0.04, -2.31], [-7.41, -1.25, 5.02], [1.35, 1.21, -0.31], [-3.97, -0.83, 2.24], [2.88, -3.09, -5.55], [0.88, 3.28, -0.02], [0.81, -1.91, -4.80], [-1.46, 0.40, 5.82], [4.28, -1.27, -5.12], [-1.35, 0.39, -5.17], [1.00, -3.41, -3.88], [-3.25, 4.13, 0.33], [-3.06, 0.85, -3.09], [-2.87, 2.29, 4.40], [1.39, -5.83, 1.84], [-3.07, -2.56, 1.53]], "lowdin_charge": [0.691, 0.688, 0.743, -0.347, -0.040, -0.057, -0.346, -0.084, -0.336, -0.353, -0.368, -0.220, -0.030, -0.196, -0.356, 0.053, -0.005, -0.028, -0.218, -0.023, -0.056, -0.044, -0.196, -0.058, -0.118, -0.492, -0.063, -0.140, -0.172, -0.051, -0.032, -0.435, -0.189, -0.253, -0.215, -0.051, -0.430, -0.600, -0.026, -0.193, -0.448, -0.163, -0.146, -0.180, -0.187, -0.214, -0.162, -0.047, -0.405, 0.078, 0.048, 0.048, 0.057, 0.075, 0.110, 0.058, 0.069, 0.115, 0.091, 0.107, 0.072, 0.088, 0.106, 0.090, 0.112, 0.074, 0.067, 0.131, 0.103, 0.107, 0.052, 0.054, 0.051, 0.093, 0.105, 0.065, 0.072, 0.081, 0.094, 0.111, 0.116, 0.093, 0.071, 0.089, 0.083, 0.087, 0.104, 0.109, 0.066, 0.070, 0.062, 0.087, 0.077, 0.127, 0.120, 0.105, 0.067, 0.104, 0.052, 0.072, 0.057, 0.108, 0.084, 0.100, 0.062, 0.096, 0.057, 0.085, 0.083, 0.034, 0.071, 0.078, 0.074, 0.105, 0.119, 0.135, 0.072, 0.076, 0.103, 0.090, 0.085, 0.058, 0.081, 0.088, 0.085, 0.103, 0.062]}